The following is a DFT calculation (wB97M-V/def2-TZVPD) of an isolated molecule of C5H6O2.

## Properties
Energy relative to the best compared isomer or geometry (same formula, charge and spin): 1.568 eV
DFT total energy: -9375.5272 eV
LUMO: 0.685 eV
E_HOMO: -7.99 eV
M: 98.10 g mol⁻¹
Frontier orbital gap: 0.3187 Eh

Last column: natural (NBO) charge in e.
Cartesian coordinates (Å):
C1 0.510 1.901 -0.003  -0.5779
C2 0.626 0.566 -0.073  0.3518
O1 1.824 -0.080 -0.031  -0.6780
C3 -0.531 -0.317 0.004  -0.4048
C4 -0.376 -1.823 -0.004  -0.5949
C5 -1.721 0.224 0.098  0.7693
O2 -2.829 0.583 0.137  -0.4386
H1 1.377 2.537 0.065  0.1965
H2 -0.425 2.409 -0.146  0.2074
H3 2.531 0.576 -0.028  0.4893
H4 -0.868 -2.260 -0.872  0.2155
H5 -0.803 -2.266 0.894  0.2173
H6 0.685 -2.050 -0.041  0.2470